The following is a DFT calculation (ωB97M-V with the def2-TZVPD basis set) of 2 unconnected molecules or ions with the total composition C10H16 in a non-equilibrium geometry.

Computed properties:
LUMO (spin up / spin down)   3.68 / 3.50 eV
Electronic energy   -390.55254 a.u.
Max |F|   0.057 hartree/bohr
Frontier orbital gap (spin up / spin down)   2.39 / 8.87 eV
Spin multiplicity   2
Energy relative to the best compared isomer or geometry (same formula, charge and spin)   0.835 eV
Charge   -1

Each line ends with the natural charge from an NBO analysis.
Element x y z (Å)
C -0.3795 2.0269 -1.4726  -0.428
C -0.0511 0.7703 -2.2434  -0.707
C -1.7278 2.7444 -1.7808  -0.630
H 0.3360 2.8516 -1.5244  0.183
H -0.4642 1.8136 -0.3968  0.192
H 0.0364 1.1625 -3.2665  0.187
H 0.9038 0.3682 -1.9058  0.216
H -1.5151 3.3013 -2.7008  0.188
H -1.9468 3.5230 -1.0596  0.192
H -0.7390 -0.0639 -2.1235  0.216
H -2.5919 2.0807 -1.7260  0.204
C 2.3969 -1.6678 0.1679  -0.925
C 0.6259 -0.1252 1.2290  -0.243
C 1.1826 -1.3968 0.9927  -0.084
C -0.5307 0.0248 1.9584  -0.243
C 0.4502 -2.5232 1.4056  -0.364
C -1.1636 -1.1111 2.4872  -0.268
C -0.7148 -2.3671 2.1670  -0.271
H 1.0498 0.8270 0.9227  0.203
H -1.0743 0.9523 2.1029  0.195
H 2.7286 -1.0053 -0.6372  0.204
H 2.3669 -2.7060 -0.1818  0.193
H 0.7663 -3.5393 1.2198  0.194
H -1.9469 -0.9138 3.2205  0.188
H -1.2785 -3.2833 2.3403  0.197
H 3.2807 -1.7437 0.8054  0.210